# 1
ORCA calculation (wB97M-V/def2-TZVPD) on a cluster of 10 separate species, C9H23N2O13 in total at a distorted geometry.

Structure (XYZ):
```
47
Properties=species:S:1:pos:R:3:forces:R:3
N 1.086881 -2.582821 -0.690330 -0.67 0.35 0.80
C 0.025544 -1.995791 0.041916 0.25 0.07 0.01
C -1.176536 -2.665455 0.299465 0.44 0.04 -0.20
C -2.195297 -2.082423 1.028267 -0.40 0.29 0.48
C -3.502576 -2.841245 1.312622 -0.53 -0.70 -0.24
O -4.289059 -2.333938 2.140022 0.18 0.44 -0.04
O -3.647135 -3.896549 0.663312 0.18 -0.01 -0.07
C -2.080169 -0.782043 1.536923 0.79 0.27 0.19
C -0.901619 -0.121689 1.286408 0.21 -0.06 -0.17
C 0.140124 -0.700791 0.546269 -0.42 -0.34 0.00
C 1.238533 0.236010 0.454306 -0.21 0.11 -0.28
O 2.381132 0.056259 0.099969 0.35 0.04 -0.42
N 0.778772 1.528218 0.925561 -0.20 -0.11 0.41
C -0.436402 1.226580 1.693210 -0.49 -0.59 0.07
O -0.884728 1.956533 2.519440 -0.14 0.55 0.04
H 1.897889 -1.998759 -0.543942 0.22 -0.10 -0.25
H 1.309759 -3.465173 -0.247814 0.04 -0.21 -0.37
H -1.300575 -3.667903 -0.085739 -0.23 -0.07 0.03
H -2.868366 -0.312663 2.099385 -0.17 -0.16 0.03
H 0.405511 2.058167 0.138181 0.60 0.31 -0.10
O -3.252680 0.073572 -1.055025 0.25 0.08 -0.30
H -3.800844 0.864337 -1.052546 -0.09 -0.04 0.11
H -3.873832 -0.639370 -0.869449 0.06 -0.04 0.08
O 3.085244 3.894177 0.202913 0.05 -0.08 0.03
H 2.495687 3.283695 0.659108 -0.12 -0.06 0.08
H 3.735454 3.317688 -0.220126 -0.08 0.00 -0.10
O -4.804248 0.812598 1.660929 -0.29 0.19 -0.07
H -5.382294 1.581323 1.656283 0.00 -0.02 0.04
H -5.381730 0.059081 1.842688 0.30 -0.23 0.03
O 3.667402 -3.300366 -0.015352 0.41 -0.14 0.09
H 4.224169 -4.077124 -0.127841 -0.02 0.01 -0.01
H 4.276810 -2.607861 0.267546 -0.07 0.08 -0.06
O -4.968684 0.685617 -3.175369 -0.25 0.10 -0.21
H -5.338706 0.895661 -4.037604 -0.03 0.01 0.03
H -4.014852 0.701495 -3.312708 0.22 -0.04 0.07
O 4.777196 -0.654378 -1.840558 -0.02 -0.10 -0.03
H 4.491154 -1.375694 -2.409273 -0.01 -0.02 0.02
H 3.974300 -0.400364 -1.368479 -0.06 0.14 0.16
O 5.652050 3.225498 -0.773349 0.20 0.19 0.10
H 6.404817 3.298735 -1.366909 -0.06 -0.14 -0.09
H 5.708753 4.010861 -0.216800 -0.06 -0.02 0.03
O 2.320846 1.730113 3.843537 0.15 -0.06 -0.02
H 2.923237 2.472266 3.738877 -0.02 0.02 0.00
H 2.031973 1.537884 2.942853 -0.09 0.12 0.01
O -1.884642 1.153940 -3.516538 0.13 -0.04 0.03
H -1.617662 0.546399 -2.813792 -0.26 -0.03 0.13
H -1.063128 1.504864 -3.871337 -0.04 0.00 -0.05
```
Forces are in eV/Å.

The gap between HOMO and LUMO comes out at 0.26737 hartree. For the HOMO energy, the calculation gives -5.106 eV. Its net charge is -1.



# 2
ORCA calculation (wB97M-V/def2-TZVPD) on a structure of composition C3H11NO4 at a distorted geometry.

Structure (XYZ):
```
19
Properties=species:S:1:pos:R:3:forces:R:3
H 0.469298 -0.705781 -0.962574 -0.21 0.38 -0.78
O 0.530778 -0.450832 -2.195297 -1.44 2.86 2.41
N 0.314894 -0.761703 0.296237 -2.15 -0.38 1.39
H 1.046914 -1.186873 -2.335341 2.40 -2.44 -1.54
H 0.833068 -1.623230 0.743434 -1.45 2.24 -0.94
H -0.820546 -0.871877 0.401944 3.53 -0.26 -0.33
C 0.712308 0.571737 0.977461 -0.81 -3.41 1.90
H 1.836239 0.404162 1.227139 -1.56 1.67 -1.45
C 0.053968 1.735043 0.064660 6.11 -4.45 -4.21
O -0.579491 2.643191 0.430346 -3.27 3.77 2.92
O 0.389389 1.798097 -1.202450 -0.47 0.16 0.87
H 0.733741 0.943119 -1.726879 -0.26 -0.92 0.14
C 0.010017 0.593783 2.331702 -0.28 2.30 2.95
H 0.027915 -0.225985 3.078170 1.18 -0.24 -1.07
H 0.334173 1.509900 3.009694 -0.46 -1.57 -1.65
H -1.069366 0.671263 2.288622 -0.41 0.44 -0.72
O -1.565415 -1.891702 -1.865094 4.89 1.71 2.52
H -0.940526 -1.161265 -2.226326 -1.70 -1.59 0.17
H -2.317364 -1.991038 -2.335451 -3.64 -0.27 -2.59
```
Forces are in eV/Å.

The gap between HOMO and LUMO (alpha / beta) comes out at 0.34789 / 0.15690 hartree. For the HOMO energy (alpha / beta), the calculation gives -14.391 / -14.376 eV. As for the expectation value of S²: 0.757. The spin multiplicity is 2. Its net charge is +1.



# 3
ORCA calculation (wB97M-V/def2-TZVPD) on the molecule C4H9NS at a distorted geometry.

Structure (XYZ):
```
15
Properties=species:S:1:pos:R:3:forces:R:3
N -1.930725 1.441559 0.772744 -3.14 0.60 0.14
C -0.804905 0.613642 0.883853 1.05 -1.65 -0.33
C -0.383884 -0.306296 -0.297698 0.65 0.24 0.13
C 0.917729 -1.180817 -0.048983 -0.16 1.17 -0.70
C 1.901378 -0.293276 -0.942273 -0.85 -0.02 0.50
S 0.427224 0.563929 -1.728872 0.71 -0.05 0.83
H -2.141602 1.926686 -0.094187 0.60 -0.19 0.05
H -2.827467 0.985951 1.081414 1.54 0.59 -0.53
H 0.092514 1.152401 1.162040 0.29 0.53 -0.06
H -1.010737 0.004628 1.763476 0.17 -0.47 0.00
H -1.180533 -0.851518 -0.799431 -0.38 -0.23 0.79
H 0.732318 -2.089774 -0.589520 0.15 -0.58 -0.25
H 1.209729 -1.488677 0.975595 -0.19 0.70 -0.42
H 2.607214 0.410195 -0.427127 -0.77 -0.76 -0.41
H 2.391747 -0.888633 -1.711031 0.33 0.15 0.27
```
Forces are in eV/Å.

The gap between HOMO and LUMO comes out at 0.34446 hartree. For the HOMO energy, the calculation gives -8.450 eV. The SMILES is NC[C@@H]1CCS1.



# 4
ORCA calculation (wB97M-V/def2-TZVPD) on the molecule C4H9NO2 at a distorted geometry.

Structure (XYZ):
```
16
Properties=species:S:1:pos:R:3:forces:R:3
C -0.368183 -0.631106 -1.927862 -1.44 -0.87 0.13
C 0.165090 0.446692 -1.012846 2.94 1.16 0.70
C -0.558949 0.968756 0.290859 1.60 -1.16 -1.12
N -0.520298 0.046259 1.438857 -0.42 0.57 -1.27
C 0.539799 -0.442177 2.175182 -1.46 0.31 2.75
O 0.529709 -0.461751 3.422981 0.25 -0.19 -3.47
O 1.426897 -1.120085 1.441715 1.46 -0.77 0.46
H -0.150554 -1.669959 -1.617281 -0.39 0.55 0.30
H 0.002991 -0.601402 -2.945882 0.57 0.51 -0.06
H -1.460228 -0.496573 -2.087655 0.41 -0.33 0.38
H 0.278412 1.369662 -1.622828 0.05 -0.45 0.30
H 1.264143 0.156684 -0.721018 -1.82 0.71 -0.70
H -0.123375 1.949276 0.606970 -0.35 -0.63 -0.57
H -1.571563 1.098970 -0.079369 -0.39 0.11 0.75
H -1.396561 0.074399 1.879969 -0.64 0.06 1.42
H 1.942672 -0.687644 0.758209 -0.37 0.42 -0.02
```
Forces are in eV/Å.

The gap between HOMO and LUMO comes out at 0.37391 hartree. For the HOMO energy, the calculation gives -9.535 eV. The SMILES is CCCNC(=O)O.



- Number 2 is which compound?
  C3H11NO4